(1)
Molecular formula: C28H37BrN5
Method: DFT, ωB97M-V with the def2-TZVPD basis set

Structure (ORCA input):
```
! wB97M-V def2-TZVPD RIJCOSX def2/J DEFGRID3
* xyz -1 1
C -1.3582 3.6382 0.1411
C 0.0002 3.7612 -0.5473
C 0.0931 2.7654 -1.7052
C 1.1898 3.6927 0.4272
C 1.1870 2.6964 1.6266
N 2.1550 1.6378 1.6167
C 1.9199 0.7085 0.5761
C 0.5949 -0.0906 0.7059
C 0.2623 -0.5106 2.1260
Br 0.7338 -1.7208 -0.4472
H -2.1634 3.8267 -0.5747
H -1.4521 4.3270 0.9835
H -1.5129 2.6287 0.5346
H 0.0310 4.7605 -1.0039
H -0.7331 2.9124 -2.4040
H 0.0537 1.7321 -1.3579
H 1.0306 2.8983 -2.2515
H 1.3260 4.7038 0.8290
H 2.0975 3.4685 -0.1447
H 1.4029 3.2894 2.5219
H 0.1375 2.3535 1.7669
H 1.8959 1.1322 -0.4547
H 2.7289 -0.0345 0.5714
H -0.2535 0.4256 0.2531
H 0.6930 -1.4818 2.3775
H -0.8178 -0.5576 2.2942
H 0.7203 0.2425 2.7726
N 7.4460 -0.1453 -0.4685
C 7.2688 1.0416 0.1079
C 6.1701 1.3633 0.8910
C 5.1991 0.3978 1.1031
C 5.3743 -0.8450 0.5124
C 6.5001 -1.0603 -0.2676
H 8.0445 1.7780 -0.0773
H 6.0715 2.3525 1.3165
H 4.3143 0.6186 1.6897
H 4.6294 -1.6205 0.6296
H 6.6526 -2.0159 -0.7589
N -0.4122 0.4694 -4.0513
C -0.5511 1.1831 -5.1622
C -1.2124 0.7226 -6.2923
C -1.7598 -0.5504 -6.2613
C -1.6220 -1.3032 -5.1068
C -0.9398 -0.7497 -4.0306
H -0.1135 2.1764 -5.1435
H -1.2965 1.3495 -7.1699
H -2.2854 -0.9469 -7.1210
H -2.0331 -2.3012 -5.0348
H -0.8077 -1.3046 -3.1080
N -2.5430 -4.4818 3.9911
C -1.9492 -3.5933 3.1960
C -1.2807 -3.9286 2.0261
C -1.2179 -5.2644 1.6677
C -1.8260 -6.2028 2.4876
C -2.4744 -5.7606 3.6309
H -2.0070 -2.5560 3.5091
H -0.8264 -3.1612 1.4131
H -0.7022 -5.5642 0.7643
H -1.8018 -7.2579 2.2490
H -2.9635 -6.4678 4.2930
N -4.2017 0.5423 -0.3027
C -4.6278 1.3402 0.6721
C -4.7131 0.9512 2.0010
C -4.3400 -0.3404 2.3372
C -3.8937 -1.1824 1.3324
C -3.8422 -0.6927 0.0352
H -4.9036 2.3466 0.3758
H -5.0557 1.6500 2.7520
H -4.3838 -0.6815 3.3638
H -3.5748 -2.1933 1.5462
H -3.4709 -1.3168 -0.7707
*
```

Calculated values
HOMO = -2.4 eV
lowest unoccupied orbital energy = 2.478 eV

Population analysis type Mulliken, resulting atomic charges in e: -1.52 1.18 -1.34 -1.28 -0.50 -0.65 0.04 0.60 -0.94 -0.33 0.47 0.42 0.09 0.26 0.44 -0.01 0.39 0.44 0.34 0.26 0.18 0.07 -0.03 -0.29 0.38 -0.09 0.46 -0.66 -0.17 -0.47 -0.12 -0.37 -0.23 0.34 0.38 0.60 0.34 0.34 -0.23 -0.11 -0.56 -0.15 -0.68 0.02 0.36 0.36 0.36 0.35 0.28 -0.61 -0.43 0.34 -0.53 -0.29 -0.30 0.53 0.17 0.42 0.36 0.34 -0.56 -0.30 -0.34 -0.28 -0.18 -0.35 0.36 0.38 0.40 0.46 0.40


(2)
Molecular formula: C24H31AsIrN2O7P2
Method: DFT, ωB97M-V with the def2-TZVPD basis set

Structure (ORCA input):
```
! wB97M-V def2-TZVPD RIJCOSX def2/J DEFGRID3
* xyz 2 2
Ir 0.1646 0.0976 -1.4397
O 4.4077 0.4054 -1.5850
P 2.9639 0.7664 -2.0536
O 2.5778 0.5802 -3.4501
O 2.0767 -0.1080 -1.0517
O 2.7452 2.2513 -1.4941
P 1.3705 3.1206 -1.6330
O 1.4458 3.9906 -0.3272
O 1.1788 3.8408 -2.8766
O 0.2814 2.0182 -1.3031
H 5.0962 0.5111 -2.2579
H 1.4582 4.9359 -0.5387
C -2.6589 1.2771 -1.3349
N -1.7806 0.3778 -2.1341
C -1.5860 1.0082 -3.4812
C -2.4064 -0.9670 -2.2510
C -1.4052 -1.9230 -2.8384
N -0.1482 -1.9337 -2.0060
C -0.2745 -2.9881 -0.9710
C 0.9932 -2.3081 -2.9001
H -3.6005 1.4109 -1.8702
H -2.1634 2.2369 -1.2188
H -2.8510 0.8348 -0.3615
H -2.5336 1.0054 -4.0214
H -0.8393 0.4674 -4.0659
H -1.2383 2.0292 -3.3446
H -3.3012 -0.9056 -2.8748
H -2.7105 -1.2701 -1.2479
H -1.1367 -1.6388 -3.8544
H -1.8138 -2.9332 -2.8808
H -0.4414 -3.9481 -1.4614
H -1.1164 -2.7727 -0.3134
H 0.6404 -3.0368 -0.3898
H 0.7407 -3.2297 -3.4268
H 1.8808 -2.4599 -2.2920
H 1.1914 -1.5111 -3.6163
C 2.4892 -3.7971 2.8636
C 3.1848 -2.9241 2.0357
C 2.5302 -1.8674 1.4236
C 1.1659 -1.7010 1.6569
C 0.4602 -2.5655 2.4929
C 1.1329 -3.6167 3.0973
As 0.2184 -0.1999 0.9701
C 0.7952 1.4465 1.7019
C 2.0745 1.9684 1.7579
C 2.2636 3.1593 2.4454
C 1.1844 3.7932 3.0456
C -0.0948 3.2498 2.9903
C -0.3042 2.0571 2.3175
C -1.5827 1.2986 2.2691
C -2.8003 1.7251 2.7828
C -3.9073 0.8884 2.7305
C -3.8232 -0.3866 2.1801
C -2.6208 -0.8256 1.6458
C -1.5221 0.0221 1.6906
H 3.0109 -4.6180 3.3369
H 4.2447 -3.0623 1.8703
H 3.0749 -1.1926 0.7792
H -0.5920 -2.4142 2.6956
H 0.5986 -4.2877 3.7559
H 2.9093 1.4747 1.2770
H 3.2522 3.5917 2.5115
H 1.3415 4.7207 3.5797
H -0.9104 3.7528 3.4925
H -2.8917 2.7040 3.2342
H -4.8491 1.2298 3.1389
H -4.6893 -1.0339 2.1749
H -2.5505 -1.8214 1.2231
*
```

Calculated values
HOMO (alpha / beta) = -14.3 / -14.3 eV
energy above the lowest of the compared OMol25 structures with the same formula, charge and spin = 11.9 kJ/mol
lowest unoccupied orbital energy (alpha / beta) = -7.893 / -8.947 eV

Population analysis type Mulliken, resulting atomic charges in e: 2.67 -0.49 0.53 -0.61 -0.22 -0.18 0.60 -0.36 -0.69 -0.28 0.40 0.35 -0.89 -0.33 -1.03 -0.57 -0.71 -0.19 -1.30 -1.19 0.52 0.21 0.34 0.38 0.47 0.36 0.55 0.18 0.43 0.47 0.52 0.40 0.38 0.45 0.28 0.51 -0.58 -0.88 -0.32 0.42 0.16 -0.94 1.06 0.36 -0.54 -0.90 -0.94 -0.74 0.31 0.90 -0.73 -0.92 -1.03 0.03 -0.34 0.42 0.46 0.37 0.36 0.46 0.47 0.48 0.44 0.44 0.47 0.45 0.47 0.37


(3)
Molecular formula: C9H15N3
Method: DFT, ωB97M-V with the def2-TZVPD basis set

Structure (ORCA input):
```
! wB97M-V def2-TZVPD RIJCOSX def2/J DEFGRID3
* xyz 2 1
C 1.7114 -1.2771 -0.2821
C 0.4056 -1.3970 -0.1093
C -2.7917 -0.0518 0.0340
C 1.7472 1.1244 0.5392
C 2.3747 0.0657 -0.3874
C 0.3406 0.8416 0.9164
C -1.0096 0.4493 -1.2080
C -0.4636 -0.1849 0.0934
C -4.1985 -0.2390 0.3980
N -1.7466 -0.5136 0.7072
N -2.3520 0.6016 -1.0492
N 3.8418 -0.0713 -0.0928
H 2.3284 -2.1532 -0.4039
H -0.0723 -2.3614 -0.0715
H 2.2874 1.1569 1.4950
H 1.8656 2.1247 0.1027
H 2.2931 0.4015 -1.4294
H -0.2032 1.6447 1.3870
H -0.4505 1.0667 -1.8824
H -4.5755 -1.1744 -0.0263
H -4.8217 0.5630 0.0087
H -4.3250 -0.3053 1.4768
H -1.8207 -1.0723 1.5456
H -2.9512 1.0967 -1.6993
H 4.3363 0.8218 -0.2306
H 4.2632 -0.7789 -0.7121
H 3.9869 -0.3787 0.8805
*
```

Calculated values
HOMO (alpha / beta) = -14.8 / -15.5 eV
energy above the lowest of the compared OMol25 structures with the same formula, charge and spin = 246.1 kJ/mol
lowest unoccupied orbital energy (alpha / beta) = -7.080 / -7.317 eV

Population analysis type Mulliken, resulting atomic charges in e: -0.53 -0.95 0.47 -0.65 0.14 -1.24 -0.73 1.64 -1.20 -0.21 0.00 -0.26 0.39 0.51 0.44 0.39 0.25 0.39 0.38 0.33 0.40 0.38 0.26 0.26 0.36 0.39 0.39


Number 1: E -107128.3195 eV. Number 2: E -124951.0679 eV. Number 3: E -14028.3151 eV.